(1)
# C26H29FN6O3STi

A structure of composition C26H29FN6O3STi (ωB97M-V/def2-TZVPD, the OMol25 dataset).

Output
LUMO (alpha / beta) (eV): -2.8 / -2.8
Net charge: +1
2S+1: 2
Orbital gap (alpha / beta) (eV): 7.471 / 8.070
Relative energy (zero: lowest compared OMol25 entry of this formula, charge and spin) (eV): 0.149

Each line ends with the natural charge from an NBO analysis.
Cartesian coordinates (Å):
Ti: 0.015 -0.499 0.363  1.51
C: -0.882 1.632 -1.904  -0.23
C: -0.918 0.267 -2.549  -0.23
N: -1.266 -0.753 -1.534  -0.66
C: -2.696 -0.755 -1.154  -0.27
C: -2.940 0.056 0.096  0.26
C: -4.173 0.594 0.425  -0.24
C: -4.290 1.311 1.603  -0.11
C: -3.180 1.500 2.413  -0.24
C: -1.979 0.940 2.027  0.25
C: -0.699 1.080 2.824  -0.28
N: 0.475 1.180 1.920  -0.64
C: 0.719 2.529 1.377  -0.23
C: -0.115 2.759 0.135  -0.23
N: 0.023 1.594 -0.743  -0.64
N: -1.886 0.228 0.896  -0.56
H: -1.872 1.908 -1.533  0.20
H: -0.587 2.395 -2.628  0.22
H: 0.063 -0.001 -2.937  0.24
H: -1.632 0.254 -3.376  0.21
H: -0.999 -1.657 -1.912  0.43
H: -2.992 -1.784 -0.950  0.27
H: -3.319 -0.377 -1.969  0.21
H: -5.020 0.450 -0.234  0.24
H: -5.244 1.739 1.883  0.24
H: -3.240 2.071 3.330  0.24
H: -0.586 0.175 3.425  0.28
H: -0.774 1.938 3.494  0.21
H: 1.293 0.864 2.426  0.42
H: 1.780 2.589 1.125  0.22
H: 0.514 3.298 2.126  0.21
H: 0.187 3.686 -0.360  0.21
H: -1.172 2.861 0.391  0.20
H: 0.981 1.527 -1.082  0.40
C: 3.321 -6.929 0.556  -0.63
C: 4.313 -5.788 0.389  -0.02
C: 5.567 -5.923 1.235  -0.41
C: 5.216 -5.933 2.715  -0.43
C: 4.292 -4.792 3.063  -0.02
C: 4.135 -4.381 4.361  -0.22
C: 3.299 -3.305 4.680  0.41
F: 3.179 -2.972 5.970  -0.30
C: 2.628 -2.600 3.733  -0.23
C: 2.781 -2.985 2.390  -0.13
C: 2.097 -2.264 1.345  0.53
O: 1.335 -1.281 1.658  -0.75
C: 2.277 -2.690 0.021  -0.30
C: 3.018 -3.823 -0.220  0.17
N: 3.646 -4.500 0.732  -0.32
C: 3.577 -4.089 2.061  0.23
C: 1.622 -1.986 -1.133  0.78
O: 1.266 -2.578 -2.130  -0.61
O: 1.484 -0.690 -0.928  -0.81
H: 3.803 -7.875 0.308  0.23
H: 2.464 -6.798 -0.105  0.23
H: 2.947 -6.991 1.579  0.22
H: 4.591 -5.699 -0.660  0.22
H: 6.234 -5.085 1.017  0.22
H: 6.089 -6.835 0.949  0.24
H: 6.122 -5.850 3.316  0.24
H: 4.748 -6.880 2.994  0.23
H: 4.664 -4.882 5.163  0.24
H: 1.978 -1.779 3.996  0.25
H: 3.097 -4.217 -1.226  0.24
S: -0.979 -2.905 0.663  -0.24
C: -1.310 -2.452 2.261  0.08
N: -1.492 -2.052 3.333  -0.44

(2)
# C2H6NO2P

A cluster of 2 separate species, C2H6NO2P in total at a distorted geometry (ωB97M-V/def2-TZVPD, the OMol25 dataset).

Output
LUMO (alpha / beta) (eV): -0.8 / -0.4
2S+1: 1
Orbital gap (alpha / beta) (eV): 7.435 / 8.019
Relative energy (zero: lowest compared OMol25 entry of this formula, charge and spin) (eV): 5.769

Each line ends with the natural charge from an NBO analysis.
Cartesian coordinates (Å):
C: -0.289 1.075 -0.216  0.70
C: 1.939 0.258 0.331  -0.44
N: 0.500 0.098 0.053  -0.20
O: -0.205 2.122 -0.748  -0.51
O: 0.092 -1.189 0.585  -0.52
P: -2.994 0.008 -0.146  -0.09
H: 2.352 -0.686 -0.140  0.22
H: 2.275 1.134 -0.215  0.23
H: 2.382 0.163 1.323  0.23
H: -0.760 -1.240 0.168  0.49
H: -2.686 -1.404 0.393  -0.05
H: -2.608 -0.338 -1.390  -0.05

(3)
# C2H6O

A cluster of 2 separate species, C2H6O in total at a distorted geometry (ωB97M-V/def2-TZVPD, the OMol25 dataset).

Output
LUMO (eV): 1.0
2S+1: 1
SMILES: C=C.O
Orbital gap (eV): 10.694
Relative energy (zero: lowest compared OMol25 entry of this formula, charge and spin) (eV): 1.365

Each line ends with the natural charge from an NBO analysis.
Cartesian coordinates (Å):
C: 0.569 0.696 0.749  -0.35
C: -0.695 0.377 0.536  -0.43
H: 1.118 0.395 1.649  0.20
H: 1.091 1.327 0.021  0.19
H: -1.164 -0.288 1.270  0.20
H: -1.327 0.782 -0.262  0.19
O: 0.376 -1.142 -1.003  -0.94
H: -0.270 -0.418 -1.171  0.48
H: 0.302 -1.729 -1.789  0.46

(4)
# C5H12O

A cluster of 3 separate species, C5H12O in total (ωB97M-V/def2-TZVPD, the OMol25 dataset).

Output
LUMO (eV): 0.8
2S+1: 1
SMILES: C=CC.C=O.C
Orbital gap (eV): 10.517
Relative energy (zero: lowest compared OMol25 entry of this formula, charge and spin) (eV): 2.326

Each line ends with the natural charge from an NBO analysis.
Cartesian coordinates (Å):
C: 0.447 -1.226 -1.058  -0.44
C: 1.100 -0.100 -0.787  -0.16
C: 2.071 0.006 0.352  -0.66
H: -0.109 -1.356 -1.980  0.20
H: 0.459 -2.062 -0.359  0.20
H: 0.988 0.767 -1.441  0.20
H: 1.783 -0.655 1.177  0.22
H: 2.200 1.018 0.746  0.22
H: 3.036 -0.334 -0.035  0.23
C: -2.188 -0.833 -0.743  0.28
O: -2.461 -0.342 0.321  -0.51
H: -2.041 -0.229 -1.661  0.11
H: -2.072 -1.926 -0.869  0.11
C: -0.638 1.466 1.276  -0.84
H: -0.328 0.847 0.440  0.21
H: -0.973 0.801 2.075  0.22
H: -1.478 2.077 0.942  0.22
H: 0.204 2.081 1.603  0.19

(5)
# C22H42AlNO

A structure of composition C22H42AlNO at a distorted geometry (ωB97M-V/def2-TZVPD, the OMol25 dataset).

Output
LUMO (eV): -0.6
2S+1: 1
Orbital gap (eV): 5.720

Each line ends with the natural charge from an NBO analysis.
Cartesian coordinates (Å):
C: 1.724 -0.293 -2.667  -0.64
C: 1.197 0.678 -3.890  -0.44
C: 1.634 2.259 -3.734  -0.07
O: 0.649 3.073 -2.961  -0.97
Al: -0.416 3.925 -4.263  1.36
C: -2.294 4.401 -3.553  -1.00
C: -3.007 2.966 -3.140  0.06
C: -3.411 2.751 -1.564  -0.29
C: -4.162 1.333 -1.141  -0.24
C: -4.470 0.127 -2.253  -0.33
C: -4.032 0.400 -3.821  0.00
C: -4.399 -0.804 -4.921  -0.66
C: -3.300 1.810 -4.269  -0.28
H: 0.800 -0.938 -2.312  0.19
H: 2.214 0.303 -1.778  0.20
H: 2.520 -1.083 -3.068  0.20
H: 1.645 0.262 -4.897  0.20
H: 0.031 0.596 -3.981  0.23
H: 2.723 2.347 -3.303  0.15
H: 1.673 2.701 -4.835  0.18
H: -0.528 2.933 -5.526  -0.45
H: 0.317 5.254 -4.712  -0.43
H: -2.161 5.039 -2.570  0.22
H: -2.917 4.988 -4.379  0.24
H: -3.202 3.590 -0.748  0.23
H: -4.512 1.127 -0.036  0.20
H: -4.985 -0.878 -1.906  0.22
H: -5.088 -0.265 -5.731  0.23
H: -3.439 -1.217 -5.451  0.23
H: -5.028 -1.662 -4.392  0.22
H: -3.002 1.994 -5.391  0.26
C: 3.427 -3.564 2.287  -0.62
C: 3.387 -3.023 3.710  -0.40
C: 1.985 -2.751 4.261  -0.43
C: 0.961 -2.099 3.339  -0.22
N: 1.091 -0.624 2.904  -0.23
C: 0.201 0.291 3.774  -0.21
C: 1.021 0.480 5.038  -0.42
C: 2.470 0.531 4.570  -0.44
C: 2.451 0.056 3.121  -0.22
C: 0.720 -0.511 1.405  -0.20
C: -0.739 -0.844 1.045  -0.44
C: -1.191 -2.296 1.157  -0.61
H: 2.887 -2.928 1.580  0.19
H: 4.460 -3.618 1.938  0.23
H: 2.996 -4.570 2.242  0.22
H: 4.004 -2.126 3.782  0.19
H: 3.878 -3.751 4.369  0.22
H: 2.052 -2.235 5.222  0.21
H: 1.564 -3.739 4.505  0.24
H: -0.018 -2.189 3.820  0.23
H: 0.925 -2.701 2.430  0.24
H: 0.091 1.242 3.243  0.23
H: -0.772 -0.168 3.935  0.23
H: 0.872 -0.376 5.717  0.21
H: 0.729 1.373 5.590  0.25
H: 3.110 -0.089 5.199  0.23
H: 2.858 1.553 4.631  0.24
H: 3.266 -0.589 2.803  0.24
H: 2.483 0.945 2.474  0.23
H: 1.427 -1.142 0.854  0.23
H: 0.909 0.529 1.110  0.24
H: -0.864 -0.567 -0.009  0.27
H: -1.424 -0.210 1.610  0.21
H: -0.489 -2.979 0.669  0.21
H: -2.165 -2.420 0.673  0.24
H: -1.333 -2.607 2.194  0.19

| no. | molar mass (g/mol) |
| --- | --- |
| 1 | 572.489 |
| 2 | 107.049 |
| 3 | 46.069 |
| 4 | 88.150 |
| 5 | 363.566 |